This record from the Open Molecules 2025 dataset describes C22H20FeIN3O5S2 as an isolated structure at a distorted geometry. The level of theory is ωB97M-V/def2-TZVPD.

As for the HOMO energy (spin up / spin down): -11.12 / -11.15 eV. As for the orbital gap (spin up / spin down): 8.398 / 5.796 eV. The spin multiplicity is 6. The calculation puts the energy relative to the best compared isomer or geometry (same formula, charge and spin) at 1.487 eV. The net charge is +1. As for the lowest unoccupied orbital energy (spin up / spin down): -2.721 / -5.351 eV.

Each line ends with the Löwdin spin population.
Positions of all 54 atoms, in Å:
C (-2.16376, -4.24847, -0.80388)  0.298
H (-1.06419, -1.79857, 1.78519)  0.013
H (-2.58809, -4.93935, -1.51710)  0.015
H (-3.48738, 5.28938, 0.06318)  0.000
S (-4.79109, 0.09032, -0.32101)  0.007
C (-2.77663, 3.27039, -0.14478)  0.007
N (0.11550, 0.55450, 0.24603)  0.032
C (3.66255, -1.10301, 0.85009)  0.002
H (2.94457, 3.98989, 1.52297)  0.000
C (-0.93914, -2.35453, 0.85246)  0.052
C (5.03052, -1.00842, -1.14149)  0.001
H (4.01486, -0.45261, -2.94811)  0.000
C (3.90657, -0.63924, -1.88706)  0.000
I (0.42673, -4.38413, 2.67112)  0.082
H (6.33574, -2.08069, -2.43997)  0.000
H (-6.56076, -1.26122, 0.42995)  0.000
C (2.56897, -0.75043, 0.07612)  0.004
N (-1.94914, -1.97228, -0.08362)  0.197
H (5.76185, -1.49523, 0.81545)  0.000
H (6.55839, -0.33721, -2.48708)  0.000
H (-1.25464, 6.15342, 0.74103)  0.000
H (-4.98416, -2.09644, 0.54146)  0.000
C (-2.63106, 4.63567, 0.14271)  0.001
C (-2.44758, -2.87056, -0.88459)  0.071
C (-0.31349, 4.21480, 0.63779)  0.001
C (-1.35056, -4.71890, 0.23585)  -0.001
C (-5.62260, -1.47058, -0.07655)  0.002
H (3.53953, -1.26419, 1.91339)  0.000
C (6.35446, -1.17858, -1.82527)  0.000
O (-3.89034, -0.07841, -1.51487)  0.051
C (-0.55929, 2.85071, 0.35628)  0.003
H (-5.80947, -1.92279, -1.04729)  0.000
C (4.89310, -1.22681, 0.22837)  0.000
S (0.99930, -0.59620, 0.83970)  0.010
C (0.97268, 4.62225, 1.04668)  0.002
N (-1.77705, 2.41946, -0.05038)  0.031
C (2.67107, -0.50445, -1.28717)  0.001
C (-0.78050, -3.81986, 1.08464)  0.261
Fe (-2.10411, 0.23556, -0.42133)  3.754
O (-3.85827, 0.25910, 0.82871)  0.046
O (1.10096, -0.65180, 2.26301)  0.005
H (1.79461, -0.20199, -1.84651)  0.000
H (-3.73241, 2.86376, -0.45600)  0.001
H (2.50454, 1.61798, 1.12656)  0.000
H (7.16692, -1.27252, -1.10824)  0.000
C (-1.40435, 5.10399, 0.51923)  0.003
C (1.95601, 3.68934, 1.20265)  0.000
O (0.32931, -1.89462, 0.25500)  0.045
H (-3.14627, -2.49245, -1.62465)  0.000
H (-1.19312, -5.77986, 0.37421)  -0.005
O (-5.76771, 1.12052, -0.47268)  0.006
C (1.70814, 2.32774, 0.96047)  0.003
H (1.15858, 5.66922, 1.24734)  0.000
C (0.47163, 1.88840, 0.53201)  0.000